1.
{"formula": "C4H8O3", "method": "ωB97M-V/def2-TZVPD", "de_lowest_kcal_mol": 102.6, "e_homo_ev": [-7.803, -7.804], "orbital_gap_ha": [0.290, 0.290], "lumo_ev": [0.09, 0.09], "energy_ha": -382.8012, "species": ["H", "C", "H", "C", "C", "O", "C", "O", "H", "H", "H", "H", "H", "O", "H"], "xyz": [[-1.9397, -0.4715, -1.4030], [-0.2663, 0.0309, -0.1384], [0.2794, 0.4031, 2.2729], [0.4768, 1.1807, -0.4392], [-1.7345, 0.0106, -0.4440], [0.0703, -0.4242, 1.8241], [0.5523, -1.0600, -0.5828], [1.7722, 1.3993, -0.1530], [-2.1487, 1.0186, -0.4650], [1.1112, -1.0677, 1.2180], [-2.2303, -0.5602, 0.3397], [0.2509, -1.7492, -1.3667], [-0.0006, 2.0322, -0.9080], [1.6072, -1.3013, 0.1390], [2.1999, 0.5587, 0.1064]], "forces_ev_per_a": [[0.0, 0.0, 0.0], [0.5, 0.3, -2.2], [0.2, -0.2, 0.0], [0.0, -0.6, 0.6], [0.1, 0.0, 0.1], [0.9, -1.2, 0.4], [0.1, 0.2, 2.0], [-0.2, -0.2, -0.3], [0.0, 0.0, 0.0], [-1.1, 1.7, 0.2], [0.0, 0.1, 0.0], [0.2, 0.2, -0.3], [0.0, 0.0, 0.1], [-0.5, -0.4, -0.7], [-0.2, 0.1, 0.1]], "lowdin_charge": [0.088, -0.352, 0.025, -0.098, -0.029, -0.225, -0.115, 0.042, 0.085, 0.139, 0.090, 0.145, 0.136, -0.032, 0.101]}

2.
{"formula": "C4H8O3", "method": "ωB97M-V/def2-TZVPD", "de_lowest_kcal_mol": 23.5, "e_homo_ev": -10.408, "orbital_gap_ha": 0.414, "lumo_ev": 0.87, "energy_ha": -382.9273, "species": ["H", "H", "O", "H", "O", "C", "H", "C", "C", "H", "C", "O", "H", "H", "H"], "xyz": [[1.5502, 1.9015, 0.3729], [2.1653, 0.7083, 1.5388], [-0.3745, 0.6370, 1.6895], [-1.2179, 0.1626, 1.7027], [-1.8638, -1.6338, 0.0934], [1.6880, 0.8333, 0.5658], [0.5079, -0.9218, 0.6620], [-0.4217, 0.4785, -0.7470], [-1.3747, -1.6488, -1.0101], [-1.4378, -2.4766, -1.7287], [0.3364, 0.1605, 0.5681], [-0.6578, -0.6777, -1.5626], [-1.3724, 0.9795, -0.5297], [0.1512, 1.1269, -1.4150], [2.3216, 0.3706, -0.2002]], "forces_ev_per_a": [[0.2, -0.1, 0.0], [0.0, 0.0, -0.1], [-0.3, -0.1, 0.0], [0.1, 0.0, 0.1], [0.1, 0.1, -0.5], [0.1, 0.1, 0.1], [-0.2, 0.1, -0.2], [0.1, 0.2, 0.1], [-0.2, -0.1, 0.2], [-0.1, -0.1, 0.2], [0.2, 0.0, -0.3], [0.0, -0.2, 0.0], [0.1, -0.2, 0.1], [0.0, 0.0, 0.3], [-0.1, 0.3, 0.1]], "lowdin_charge": [0.088, 0.085, -0.032, 0.089, 0.074, -0.050, 0.143, -0.104, -0.346, 0.149, -0.436, -0.017, 0.138, 0.129, 0.091]}

3.
{"formula": "C4H8O3", "method": "ωB97M-V/def2-TZVPD", "de_lowest_kcal_mol": 102.5, "e_homo_ev": -10.380, "orbital_gap_ha": 0.406, "lumo_ev": 0.66, "energy_ha": -382.8014, "species": ["H", "H", "H", "C", "H", "C", "H", "H", "O", "H", "C", "O", "H", "C", "O"], "xyz": [[1.1490, -1.4461, 1.4173], [0.9120, 1.5907, -0.8614], [-1.6253, 1.3587, 0.2735], [0.2183, -1.3259, 0.8658], [2.3195, -0.3394, -0.5573], [1.0860, 0.9799, 0.0443], [-1.2710, 0.7060, -1.3806], [-2.1750, -0.1972, -1.1546], [0.3639, -1.2937, -0.5582], [1.0024, 1.6451, 0.9097], [-1.3470, 0.4164, -0.1974], [2.3677, 0.4159, 0.0499], [-0.6537, -1.8762, 1.2116], [0.0189, -0.0904, 0.1178], [-2.3656, -0.5439, -0.1804]], "forces_ev_per_a": [[-0.2, 0.0, -0.1], [0.1, -0.1, 0.2], [0.2, 0.0, 0.4], [0.0, 0.0, 0.3], [0.1, 0.1, 0.1], [-0.1, 0.2, 0.1], [0.8, 0.5, 2.0], [-3.3, -3.4, 1.2], [0.1, 0.0, -0.2], [0.0, -0.1, -0.1], [1.7, 1.9, -1.4], [0.2, -0.1, -0.2], [0.1, 0.1, 0.0], [0.1, 0.3, 0.2], [0.1, 0.7, -2.6]], "lowdin_charge": [0.125, 0.131, 0.138, -0.039, 0.095, -0.196, 0.174, 0.114, -0.010, 0.137, -0.252, -0.043, 0.123, -0.436, -0.060]}

4.
{"formula": "C4H8O3", "method": "ωB97M-V/def2-TZVPD", "de_lowest_kcal_mol": 127.1, "e_homo_ev": [-7.611, -7.611], "orbital_gap_ha": [0.278, 0.278], "lumo_ev": [-0.05, -0.05], "energy_ha": -382.7623, "species": ["H", "C", "C", "H", "H", "O", "H", "H", "O", "H", "H", "O", "H", "C", "C"], "xyz": [[-0.5581, 1.5051, 1.4746], [-1.2937, -0.9687, -0.2657], [1.6009, -0.0383, -0.2466], [1.0977, 1.7169, 1.0545], [-2.5418, 0.0846, -1.2269], [-0.2996, 0.0478, -2.1809], [-0.3201, 0.1530, 0.5583], [0.6436, 0.4216, 2.1845], [0.9258, -1.0904, -0.5679], [1.5858, 0.8021, -0.9326], [-1.2213, -1.8178, 0.3995], [-2.5716, -0.5075, -0.4595], [2.4537, -0.1966, 0.4059], [-0.3252, -0.7131, -1.2331], [0.3553, 0.9376, 1.2662]], "forces_ev_per_a": [[0.0, 0.1, 0.1], [0.2, -0.5, -0.3], [0.1, -0.1, -0.2], [-0.2, -0.2, -0.1], [-0.1, -0.1, 0.1], [0.1, 0.0, 0.0], [0.4, 0.3, 0.1], [-0.1, 0.0, -0.1], [0.3, 0.1, 0.1], [0.0, 0.0, 0.1], [0.0, 0.1, 0.0], [0.0, 0.2, -0.1], [-0.1, 0.0, 0.0], [-0.5, 0.1, 0.3], [-0.1, 0.0, 0.2]], "lowdin_charge": [0.061, -0.191, -0.031, 0.052, 0.103, 0.068, 0.087, 0.055, -0.012, 0.113, 0.135, 0.005, 0.122, -0.505, -0.062]}